ORCA calculation (ωB97M-V/def2-TZVPD) on a structure of composition C4H19BF6NO12S2Zr in a non-equilibrium geometry.

spin multiplicity: 2
<S²>: 0.766
energy: -2588.11113 Eh
HOMO (spin up / spin down): -16.40 / -16.40 eV
molecular weight: 553.349 g mol⁻¹
gap between HOMO and LUMO (spin up / spin down): 7.66 / 4.38 eV
net charge: +2

Last column: Mulliken charge in e.
Geometry (Å):
Zr (1.082, 0.687, 0.601)  1.081
C (0.285, 2.305, -4.376)  0.730
F (0.682, 3.453, -4.904)  -0.158
F (0.082, 1.413, -5.276)  -0.171
F (1.195, 1.828, -3.535)  -0.221
S (-1.304, 2.595, -3.351)  0.926
O (-1.056, 3.714, -2.498)  -0.604
O (-2.378, 2.893, -4.303)  -0.488
N (-1.395, 1.065, -2.438)  -0.538
S (-2.776, 0.513, -2.858)  0.870
O (-3.910, 1.423, -2.573)  -0.345
O (-2.724, -0.101, -4.180)  -0.365
C (-2.923, -0.961, -1.607)  0.726
F (-2.697, -0.558, -0.363)  -0.258
F (-4.169, -1.477, -1.699)  -0.180
F (-2.104, -1.942, -1.974)  -0.207
C (4.980, -1.050, 1.458)  -1.168
C (3.590, -0.470, 1.194)  1.256
O (2.738, -0.793, 0.337)  -0.649
O (3.105, 0.558, 1.743)  -0.719
H (5.725, -0.458, 1.990)  0.374
H (5.371, -1.243, 0.459)  0.327
H (5.003, -1.929, 2.102)  0.338
B (-0.180, -0.938, 1.536)  0.771
H (-0.806, -1.641, 2.064)  -0.608
H (-0.569, 0.066, 1.468)  0.150
H (0.753, -0.777, 2.053)  0.347
H (0.024, -1.355, 0.562)  -0.119
O (0.789, 1.762, 2.411)  -0.410
H (0.115, 1.697, 3.088)  0.328
H (1.344, 2.489, 2.694)  0.300
O (-0.774, 1.733, -0.025)  -0.403
H (-0.985, 2.650, 0.151)  0.304
H (-1.284, 1.515, -0.805)  0.331
O (-1.092, -3.778, 0.780)  -0.607
H (-1.263, -3.003, 1.316)  0.361
H (-0.197, -3.658, 0.464)  0.272
O (-3.056, -0.936, 2.849)  -0.583
H (-2.182, -1.266, 2.644)  0.303
H (-2.982, -0.596, 3.741)  0.309
O (1.506, -1.867, 4.472)  -0.601
H (2.070, -1.116, 4.657)  0.298
H (0.704, -1.692, 4.965)  0.320
O (0.667, -0.123, -1.328)  -0.460
H (0.031, 0.278, -1.921)  0.552
H (0.963, -0.908, -1.789)  0.287

---

ORCA calculation (ωB97M-V/def2-TZVPD) on a structure of composition C4H19BrCdNO5 in a non-equilibrium geometry.

energy: -3336.15223 Eh
HOMO: -12.20 eV
molecular weight: 353.514 g mol⁻¹
gap between HOMO and LUMO: 5.39 eV
net charge: +1

Last column: Mulliken charge in e.
Geometry (Å):
Cd (2.040, 0.395, -1.092)  1.130
Br (3.114, -1.116, 1.914)  -0.376
C (-1.749, -2.185, -0.199)  -1.333
C (-2.170, -0.876, 0.576)  0.354
C (-2.185, -0.973, 2.033)  -0.843
O (-2.816, 0.185, 2.611)  -0.337
C (-2.860, 0.221, 4.035)  -0.799
N (-1.194, 0.122, 0.182)  -0.537
H (-1.662, -2.125, -1.284)  0.358
H (-2.578, -2.854, 0.033)  0.373
H (-0.807, -2.612, 0.146)  0.306
H (-3.127, -0.457, 0.266)  0.375
H (-1.181, -0.827, 2.432)  0.382
H (-2.579, -1.937, 2.354)  0.389
H (-1.960, -0.034, 4.594)  0.325
H (-3.610, -0.401, 4.525)  0.307
H (-2.979, 1.259, 4.344)  0.288
H (-1.703, 0.675, -0.492)  0.258
H (-1.159, 0.849, 0.883)  0.231
O (1.206, 2.028, -3.553)  -0.575
H (1.523, 2.927, -3.638)  0.306
H (0.662, 1.891, -4.329)  0.297
O (4.977, 0.567, -2.228)  -0.579
H (4.943, 0.970, -3.096)  0.313
H (5.871, 0.234, -2.153)  0.298
O (2.204, -2.058, -2.882)  -0.537
H (1.619, -2.264, -3.611)  0.299
H (2.904, -2.708, -2.945)  0.291
O (1.869, 3.376, 0.009)  -0.574
H (1.404, 3.446, 0.843)  0.313
H (1.982, 4.281, -0.280)  0.298

---

ORCA calculation (ωB97M-V/def2-TZVPD) on a cluster of 5 separate species, C4H19NO5S in total in a non-equilibrium geometry.

SMILES string: CN[C@H](CO)CS.O.O.O.O
energy: -992.85364 Eh
HOMO: -8.16 eV
molecular weight: 193.265 g mol⁻¹
gap between HOMO and LUMO: 8.57 eV
net charge: 0

Last column: Mulliken charge in e.
Geometry (Å):
C (-1.440, -1.406, -2.206)  -0.744
N (-0.302, -1.270, -1.335)  -0.327
C (-0.333, -0.304, -0.236)  1.630
C (-1.391, -0.642, 0.810)  -0.804
O (-0.873, -0.491, 2.155)  -0.551
C (-0.512, 1.170, -0.703)  -0.940
S (0.145, 2.516, 0.425)  -0.179
H (-1.208, -2.111, -2.974)  0.387
H (-2.391, -1.736, -1.704)  0.175
H (-1.649, -0.384, -2.586)  0.199
H (0.319, -2.160, -1.260)  0.290
H (0.529, -0.510, 0.534)  -0.832
H (-2.400, -0.264, 0.705)  0.336
H (-1.599, -1.749, 0.891)  0.285
H (-1.264, 0.302, 2.517)  0.306
H (-1.472, 1.459, -1.108)  0.280
H (0.242, 1.265, -1.571)  0.332
H (1.441, 2.225, 0.214)  0.105
O (3.266, 1.477, 1.287)  -0.681
H (4.112, 1.608, 1.929)  0.303
H (2.770, 0.732, 1.594)  0.460
O (-3.939, 0.698, -0.566)  -0.622
H (-3.873, 1.507, -1.119)  0.306
H (-4.341, 0.124, -1.272)  0.323
O (1.987, -0.662, 2.262)  -0.662
H (1.068, -0.586, 2.177)  0.347
H (2.116, -1.117, 3.007)  0.272
O (3.460, -0.028, -0.961)  -0.659
H (4.329, -0.298, -0.628)  0.277
H (3.205, 0.636, -0.277)  0.391

---

ORCA calculation (ωB97M-V/def2-TZVPD) on a cluster of 6 separate species, C4H19NO6 in total.

spin multiplicity: 2
<S²>: 0.750
energy: -670.03408 Eh
HOMO (spin up / spin down): 0.37 / -7.34 eV
molecular weight: 177.197 g mol⁻¹
gap between HOMO and LUMO (spin up / spin down): 2.77 / 10.41 eV
net charge: -1

Last column: Mulliken charge in e.
Geometry (Å):
C (1.588, 0.920, -2.476)  -1.689
C (0.908, 0.710, -1.131)  0.192
C (1.914, 0.609, 0.019)  -0.804
C (1.184, 0.388, 1.303)  0.328
N (1.341, -0.793, 1.937)  -0.372
O (0.487, 1.257, 1.831)  -0.809
H (2.163, 1.856, -2.462)  0.343
H (0.854, 1.005, -3.268)  0.554
H (2.303, 0.124, -2.695)  0.331
H (0.184, 1.506, -0.939)  0.271
H (0.315, -0.213, -1.152)  0.048
H (2.657, -0.163, -0.190)  0.447
H (2.468, 1.555, 0.096)  0.339
H (1.696, -1.604, 1.446)  0.220
H (0.784, -0.942, 2.758)  0.289
H (-2.476, -0.986, -3.202)  0.494
H (-3.577, -0.413, -2.222)  0.429
O (-3.024, -1.191, -2.411)  -1.135
H (0.427, 2.810, 0.959)  0.422
H (-0.118, 4.242, 1.134)  0.294
O (0.391, 3.698, 0.527)  -0.682
H (-1.324, 0.773, 1.792)  0.539
H (-1.891, -0.388, 0.891)  0.452
O (-2.157, 0.375, 1.462)  -0.740
H (0.712, -3.799, -0.821)  0.376
H (-0.199, -2.721, -0.124)  0.443
O (0.664, -3.201, -0.056)  -0.772
H (-2.415, -2.431, 0.303)  0.248
H (-2.151, -1.682, -1.024)  0.369
O (-1.746, -1.901, -0.139)  -1.424

---

ORCA calculation (ωB97M-V/def2-TZVPD) on a cluster of 6 separate species, C4H19NO7 in total in a non-equilibrium geometry.

SMILES string: CN[C@H](C)C(=O)O.O.O.O.O.O
energy: -745.21383 Eh
HOMO: -8.97 eV
molecular weight: 193.196 g mol⁻¹
gap between HOMO and LUMO: 9.21 eV
net charge: 0

Last column: Mulliken charge in e.
Geometry (Å):
C (1.213, 2.662, -0.781)  -1.123
N (0.148, 1.673, -0.676)  -0.227
C (-0.470, 1.532, 0.642)  0.666
C (-0.382, 2.769, 1.571)  -1.530
C (0.391, 0.385, 1.282)  0.237
O (1.324, -0.189, 0.783)  -0.471
O (-0.229, -0.162, 2.350)  -0.490
H (1.823, 2.746, 0.121)  0.342
H (0.930, 3.672, -1.078)  0.336
H (1.876, 2.356, -1.596)  0.342
H (-0.528, 1.865, -1.401)  0.288
H (-1.531, 1.320, 0.627)  0.124
H (0.393, 2.709, 2.346)  0.333
H (-0.482, 3.820, 1.299)  0.378
H (-1.322, 2.666, 2.139)  0.414
H (0.258, -0.948, 2.622)  0.357
O (-3.171, -0.121, -0.724)  -0.609
H (-2.856, -1.024, -0.580)  0.341
H (-3.995, -0.198, -1.215)  0.295
O (-0.446, -1.953, -1.915)  -0.563
H (-0.752, -1.065, -1.629)  0.314
H (-1.222, -2.353, -2.278)  0.250
O (2.196, -3.602, 0.416)  -0.639
H (3.137, -3.640, 0.622)  0.329
H (2.221, -2.755, -0.067)  0.339
O (3.821, -0.848, -0.546)  -0.646
H (3.386, -0.083, -0.939)  0.326
H (3.346, -1.052, 0.269)  0.315
O (-3.090, -3.036, -0.707)  -0.632
H (-2.802, -3.836, -1.157)  0.309
H (-3.185, -3.311, 0.196)  0.295

---

ORCA calculation (ωB97M-V/def2-TZVPD) on the molecule C4H2.

SMILES string: C#CC#C
energy: -153.47145 Eh
HOMO: -9.79 eV
molecular weight: 50.060 g mol⁻¹
gap between HOMO and LUMO: 10.82 eV
net charge: 0

Last column: Mulliken charge in e.
Geometry (Å):
C (-0.929, 0.473, -1.522)  -0.328
C (-0.049, 0.350, -0.710)  -0.098
C (0.665, 0.009, 0.424)  -0.065
C (0.983, -0.440, 1.496)  -0.325
H (-1.802, 0.510, -2.132)  0.408
H (1.132, -0.902, 2.444)  0.408

---

ORCA calculation (ωB97M-V/def2-TZVPD) on a structure of composition C4H20BCl2N5O14P2Si2 in a non-equilibrium geometry.

energy: -3698.29056 Eh
HOMO: -9.40 eV
molecular weight: 562.063 g mol⁻¹
gap between HOMO and LUMO: 8.19 eV
net charge: 0

Last column: Mulliken charge in e.
Geometry (Å):
N (3.264, 3.943, -0.841)  -0.776
P (2.236, 2.716, -1.075)  0.916
O (2.112, 1.646, 0.305)  -0.569
O (2.756, 1.727, -2.433)  -0.525
Si (0.175, 3.403, -1.625)  -0.091
O (-0.583, 2.002, -2.381)  -0.164
Si (-2.241, 2.315, -2.861)  0.591
Cl (-2.408, 3.479, -4.697)  -0.329
P (-3.533, 3.098, -1.237)  0.321
O (-3.142, 4.783, -0.888)  -0.476
Cl (-5.514, 3.071, -2.113)  -0.265
B (0.413, 4.916, -2.844)  0.860
O (-0.077, 6.287, -2.583)  -0.564
O (1.172, 4.672, -4.100)  -0.618
H (2.752, 4.844, -0.959)  0.225
H (2.422, 2.093, 1.152)  0.355
H (2.284, 2.156, -3.223)  0.355
H (-0.454, 3.791, -0.348)  -0.102
H (-2.832, 0.998, -3.218)  -0.117
H (-3.875, 5.073, -0.239)  0.313
H (0.718, 6.912, -2.430)  0.314
H (0.534, 4.177, -4.695)  0.321
C (-3.640, -0.580, 1.237)  -0.832
N (-3.577, -0.376, -0.235)  0.960
O (-2.489, -0.575, -0.788)  -0.527
O (-4.621, -0.022, -0.795)  -0.498
H (-2.655, -0.888, 1.594)  0.409
H (-3.934, 0.370, 1.689)  0.317
H (-4.381, -1.358, 1.431)  0.246
C (-2.127, -4.513, 0.921)  -0.438
N (-2.781, -3.882, 2.100)  0.834
O (-3.479, -4.609, 2.816)  -0.524
O (-2.574, -2.675, 2.272)  -0.538
H (-2.395, -5.572, 0.894)  0.308
H (-2.491, -4.001, 0.029)  0.265
H (-1.049, -4.391, 1.038)  0.102
C (2.591, -4.985, 2.671)  -0.604
N (1.443, -4.988, 1.724)  0.859
O (1.200, -6.046, 1.132)  -0.509
O (0.818, -3.928, 1.602)  -0.579
H (3.046, -5.978, 2.678)  0.311
H (3.305, -4.237, 2.321)  0.219
H (2.202, -4.732, 3.659)  0.283
C (4.569, -1.233, 1.295)  -0.697
N (4.380, -1.718, 2.688)  0.911
O (4.089, -0.876, 3.546)  -0.501
O (4.529, -2.930, 2.882)  -0.601
H (4.408, -0.153, 1.271)  0.270
H (5.591, -1.477, 0.997)  0.295
H (3.839, -1.746, 0.665)  0.288

---

ORCA calculation (ωB97M-V/def2-TZVPD) on a structure of composition C4H20BNaO4 in a non-equilibrium geometry.

energy: -651.83445 Eh
HOMO: -7.65 eV
molecular weight: 166.002 g mol⁻¹
gap between HOMO and LUMO: 6.20 eV
net charge: 0

Last column: Mulliken charge in e.
Geometry (Å):
Na (0.741, -1.095, 2.241)  0.887
B (-0.177, -0.190, 0.471)  -1.546
H (-0.351, -0.282, -0.590)  0.426
H (-0.336, -1.123, 0.989)  -0.207
H (0.808, 0.184, 0.704)  -1.243
H (-0.793, 0.628, 0.810)  0.215
C (1.688, 2.240, 0.733)  -0.611
O (0.443, 1.971, 0.065)  -0.582
H (1.597, 3.146, 1.333)  0.328
H (2.033, 1.392, 1.325)  0.175
H (2.395, 2.383, -0.084)  0.241
H (0.239, 1.063, 0.300)  1.444
C (2.347, -1.271, -0.644)  -0.664
O (2.281, 0.005, 0.044)  -0.650
H (1.539, -1.918, -0.305)  0.065
H (2.255, -1.047, -1.707)  0.267
H (3.296, -1.795, -0.527)  0.314
H (1.350, 0.237, 0.011)  0.773
C (-2.467, 1.733, -0.207)  -0.683
O (-2.088, 0.436, -0.474)  -0.544
H (-3.500, 1.910, 0.093)  0.281
H (-1.763, 2.068, 0.556)  0.206
H (-2.145, 2.208, -1.133)  0.283
H (-1.260, 0.252, -0.025)  0.575
C (-1.390, -2.476, -0.799)  -0.501
O (-1.964, -1.315, -0.443)  -0.489
H (-1.754, -3.320, -0.213)  0.269
H (-1.493, -2.674, -1.866)  0.308
H (-0.314, -2.476, -0.627)  0.066
H (-1.216, -0.876, -0.030)  0.597